A single C4H5NO molecule at a distorted geometry. Source: the OMol25 dataset; level of theory: ωB97M-V/def2-TZVPD.

Last column: Mulliken charge in e.
Element x y z (Å)
C -1.6617 0.0583 0.1959  0.104
C -0.3570 0.0417 0.5561  0.094
C 0.5367 -1.0479 -0.1762  -0.317
C 0.6647 1.0166 -0.2202  -0.505
H -0.3049 0.1706 1.6893  0.289
H 0.5517 -1.9956 0.5793  0.259
H 0.4026 -1.3299 -1.3481  0.276
H 0.2798 1.0699 -1.1779  0.350
H 0.9436 2.2084 0.1252  0.261
N -2.7122 -0.0629 -0.2608  -0.443
O 1.6567 -0.1292 0.0373  -0.369

Atoms 1-6, force components in eV/Å:
-4.393 -0.179 -1.920
3.472 1.375 0.294
0.264 -1.582 2.467
1.014 0.790 4.615
0.726 -0.782 -1.547
0.520 1.855 -2.363

Results
Structure (SMILES): N#CC1COC1
Energy (Ha): -285.2760
Gap between HOMO and LUMO (eV): 11.381
Largest force on an atom (hartree/bohr): 0.0933
HOMO energy (eV): -10.610